Entry 1:
Entry from the OMol25 dataset: 7 unconnected molecules or ions with the total composition C27H72N4O3 at a distorted geometry (ωB97M-V/def2-TZVPD).

Its multiplicity is 2. The HOMO-LUMO gap (alpha / beta) is 7.7 / 3.1 eV. The calculated total energy is -41257.64209 eV. As for the expectation value of S²: 0.754. The net charge is +1.

Geometry (Å):
C (-6.2628, 1.7853, 0.8961)
C (-6.3826, 2.0032, -0.6482)
N (-5.2306, 1.2881, -1.2576)
C (-5.5137, 0.9883, -2.6295)
C (-6.6676, -0.0128, -2.8519)
C (-4.1034, 2.2512, -1.2098)
C (-2.7625, 1.4916, -1.3568)
H (-7.1539, 1.7945, 1.5237)
H (-5.5029, 2.4041, 1.3733)
H (-6.0220, 0.7522, 1.1468)
H (-7.3063, 1.4546, -0.8321)
H (-6.4833, 3.0629, -0.8831)
H (-5.6468, 1.8935, -3.2220)
H (-4.5879, 0.5226, -2.9673)
H (-7.6344, 0.4480, -2.6490)
H (-6.6679, -0.3686, -3.8822)
H (-6.5161, -0.8674, -2.1925)
H (-4.0516, 2.6183, -0.1847)
H (-4.1958, 3.0729, -1.9199)
H (-2.0913, 2.0990, -0.7495)
H (-2.5071, 1.4953, -2.4164)
H (-2.8300, 0.5299, -0.8482)
C (0.8397, -8.0886, 4.1524)
C (1.1355, -6.6512, 3.6817)
N (2.1071, -6.5100, 2.6365)
C (2.1401, -5.2599, 1.9189)
C (1.0647, -5.1010, 0.7897)
C (3.3987, -7.1281, 2.9055)
C (4.0122, -7.7216, 1.6810)
H (-0.0513, -8.0895, 4.7803)
H (1.6640, -8.4512, 4.7665)
H (0.7143, -8.7871, 3.3251)
H (0.2203, -6.1848, 3.3171)
H (1.4216, -6.1352, 4.5982)
H (2.0234, -4.4935, 2.6851)
H (3.1644, -5.1391, 1.5664)
H (1.1798, -4.1458, 0.2775)
H (1.4537, -5.7027, -0.0317)
H (0.0332, -5.2625, 1.1029)
H (3.3515, -8.0123, 3.5411)
H (4.1014, -6.4796, 3.4289)
H (3.6442, -8.6956, 1.3585)
H (5.0519, -7.9700, 1.8938)
H (4.0558, -7.0158, 0.8515)
C (-2.0538, 6.0666, 3.7144)
C (-1.7449, 5.4064, 2.3598)
N (-0.3240, 5.2010, 2.0992)
C (0.5294, 6.4159, 1.9360)
C (-0.1495, 7.5514, 1.1643)
C (0.1908, 4.1968, 3.0637)
C (1.6670, 3.7244, 2.7880)
H (-2.6124, 6.9622, 3.4427)
H (-1.2168, 6.4026, 4.3266)
H (-2.6377, 5.3626, 4.3073)
H (-2.3132, 4.4915, 2.1920)
H (-2.1342, 5.9887, 1.5247)
H (0.8508, 6.8776, 2.8696)
H (1.4711, 6.2650, 1.4081)
H (-1.0573, 7.9449, 1.6216)
H (0.5100, 8.4166, 1.0972)
H (-0.2816, 7.1926, 0.1435)
H (-0.5043, 3.3578, 3.0925)
H (0.0497, 4.6519, 4.0440)
H (1.8890, 3.3154, 1.8023)
H (1.9233, 2.9117, 3.4675)
H (2.3728, 4.5208, 3.0241)
C (1.5544, -1.8120, -3.5320)
C (0.8687, -1.2152, -2.2633)
N (1.8223, -0.5491, -1.3679)
C (0.9465, -0.0370, -0.2688)
C (1.7521, 0.6013, 0.9249)
C (2.6115, 0.5213, -1.9830)
C (1.7329, 1.5918, -2.5299)
H (1.9015, -0.9912, -4.1596)
H (0.8037, -2.3362, -4.1234)
H (2.3118, -2.5784, -3.3676)
H (-0.0198, -0.6491, -2.5430)
H (0.5835, -2.1013, -1.6963)
H (0.4588, -0.8949, 0.1942)
H (0.1944, 0.6844, -0.5883)
H (1.1482, 0.9578, 1.7593)
H (2.4093, 1.4094, 0.6037)
H (2.4303, -0.1527, 1.3245)
H (3.4183, 0.7749, -1.2954)
H (3.2597, 0.0186, -2.7008)
H (0.9478, 1.9862, -1.8848)
H (2.3523, 2.3450, -3.0170)
H (1.1886, 1.0859, -3.3273)
C (2.1371, -3.5068, -6.3178)
O (1.4163, -3.7694, -7.4781)
H (2.4814, -2.4747, -6.3836)
H (1.5733, -3.5383, -5.3855)
H (2.9879, -4.1403, -6.0670)
H (1.5349, -4.7116, -7.6189)
C (4.7446, -2.0174, 0.2544)
O (3.4528, -2.3752, 0.0487)
H (5.0174, -1.4665, 1.1545)
H (5.3991, -2.8843, 0.1647)
H (5.0033, -1.3361, -0.5562)
H (2.8917, -1.7500, -0.4159)
C (0.1994, 4.8311, -1.7612)
O (0.9570, 4.2426, -0.7339)
H (0.5356, 4.3311, -2.6695)
H (-0.8676, 4.6518, -1.6294)
H (0.4024, 5.9020, -1.7584)
H (0.4266, 4.4464, 0.0399)

---

Entry 2:
Entry from the OMol25 dataset: 6 unconnected molecules or ions with the total composition C27H72N9O12P3 at a distorted geometry (ωB97M-V/def2-TZVPD).

The HOMO-LUMO gap is 8.4 eV. The calculated total energy is -95014.57709 eV. Its structure (SMILES) is CN(C)P(=O)(N(C)C)N(C)C.CN(C)P(=O)(N(C)C)N(C)C.CN(C)P(=O)(N(C)C)N(C)C.COC(=O)OC.COC(=O)OC.COC(=O)OC. The energy relative to the best compared isomer or geometry (same formula, charge and spin) comes out at 20.4 kJ/mol. The net charge is 0.

Geometry (Å):
C (0.0471, 6.6517, 6.8729)
N (-1.0110, 5.9247, 7.7066)
C (-1.3243, 4.6018, 7.2271)
P (-1.3334, 6.4217, 9.3145)
O (-2.5854, 5.8424, 9.8225)
N (0.0328, 5.8265, 10.2222)
C (1.4167, 6.2313, 9.7954)
C (-0.0494, 5.3847, 11.6016)
N (-1.2439, 8.1188, 9.3547)
C (-2.1236, 8.8881, 8.4693)
C (-1.2192, 8.6958, 10.6932)
H (-0.3677, 6.9588, 5.9128)
H (0.9022, 5.9798, 6.7998)
H (0.3853, 7.5381, 7.4096)
H (-1.0007, 3.8321, 7.9277)
H (-0.6755, 4.2939, 6.4071)
H (-2.3797, 4.4806, 6.9831)
H (1.3265, 7.2864, 9.5372)
H (2.0941, 6.0639, 10.6328)
H (1.6557, 5.7030, 8.8724)
H (0.0365, 6.1939, 12.3268)
H (-0.8970, 4.7387, 11.8306)
H (0.7832, 4.6984, 11.7557)
H (-1.5879, 9.8224, 8.3015)
H (-2.1727, 8.3216, 7.5393)
H (-3.1049, 8.8493, 8.9423)
H (-1.2320, 9.7852, 10.7250)
H (-0.2843, 8.3272, 11.1152)
H (-2.0678, 8.4214, 11.3199)
C (7.3028, -1.1077, -5.0188)
N (6.6872, -2.2575, -4.3583)
C (7.3192, -3.5603, -4.7163)
P (5.6323, -2.0283, -3.0090)
O (5.3457, -0.5830, -2.6829)
N (4.2563, -2.9110, -3.4772)
C (3.2707, -2.2531, -4.3080)
C (4.1604, -4.4169, -3.4929)
N (6.2485, -2.9819, -1.7178)
C (5.3760, -3.1709, -0.5193)
C (7.7779, -3.0916, -1.4367)
H (7.6950, -1.4214, -5.9862)
H (8.1791, -0.7727, -4.4639)
H (6.6656, -0.2264, -5.0925)
H (7.3036, -3.7240, -5.7938)
H (6.8124, -4.4151, -4.2684)
H (8.3575, -3.5784, -4.3852)
H (2.3363, -2.8133, -4.2750)
H (3.1959, -1.1921, -4.0695)
H (3.8044, -2.2348, -5.2582)
H (5.0191, -4.9339, -3.0645)
H (3.2209, -4.7391, -3.0440)
H (4.1476, -4.8523, -4.4921)
H (5.8320, -3.8959, 0.1550)
H (5.1723, -2.1868, -0.0973)
H (4.4873, -3.6791, -0.8937)
H (8.2320, -3.5652, -2.3070)
H (7.9578, -3.7312, -0.5726)
H (8.2028, -2.1206, -1.1819)
C (-2.6290, 4.6342, -6.9041)
N (-2.5939, 4.8916, -5.4318)
C (-2.1211, 6.1785, -5.0104)
P (-2.1576, 3.6469, -4.3530)
O (-0.6970, 3.3004, -4.2788)
N (-2.9043, 4.0618, -2.8627)
C (-2.1285, 4.1320, -1.7045)
C (-4.2665, 4.5689, -2.6908)
N (-3.1077, 2.3286, -4.8423)
C (-2.6207, 0.9715, -4.7386)
C (-4.4915, 2.4110, -5.2615)
H (-3.0223, 5.5036, -7.4310)
H (-3.2356, 3.7847, -7.2178)
H (-1.6253, 4.4680, -7.2952)
H (-2.2898, 6.9688, -5.7419)
H (-1.0342, 6.0968, -5.0038)
H (-2.5362, 6.4482, -4.0393)
H (-1.1880, 3.5928, -1.8181)
H (-1.9293, 5.1853, -1.5074)
H (-2.6916, 3.6521, -0.9040)
H (-4.1993, 5.6300, -2.4505)
H (-4.9300, 4.4792, -3.5510)
H (-4.7930, 4.1237, -1.8466)
H (-2.8499, 0.6167, -3.7338)
H (-3.0352, 0.3216, -5.5093)
H (-1.5420, 1.0625, -4.8658)
H (-4.7033, 1.9182, -6.2104)
H (-4.7233, 3.4567, -5.4638)
H (-5.0586, 1.9207, -4.4703)
C (-2.5408, -4.9191, -9.1302)
O (-2.3032, -5.7817, -8.0265)
C (-3.1980, -5.9913, -7.0593)
O (-4.2437, -5.4485, -6.9415)
O (-2.6795, -6.9494, -6.2822)
C (-3.5287, -7.6380, -5.3897)
H (-2.8154, -3.9311, -8.7608)
H (-3.4116, -5.2434, -9.7000)
H (-1.6130, -4.7768, -9.6843)
H (-2.9618, -7.7464, -4.4651)
H (-3.7410, -8.6366, -5.7714)
H (-4.4676, -7.1389, -5.1498)
C (0.4045, -0.2312, 0.8623)
O (-0.1013, -1.1698, -0.1048)
C (-0.3392, -2.4922, 0.2918)
O (-0.0764, -3.0219, 1.3709)
O (-0.8666, -3.0162, -0.7276)
C (-1.2177, -4.4021, -0.6747)
H (0.9770, 0.5862, 0.4240)
H (0.9445, -0.6917, 1.6897)
H (-0.4476, 0.1457, 1.4279)
H (-2.1079, -4.6157, -0.0829)
H (-0.4488, -4.8961, -0.0807)
H (-1.3161, -4.8284, -1.6730)
C (-3.0007, -11.6226, 1.9195)
O (-2.6539, -10.2534, 2.1370)
C (-2.1101, -9.9757, 3.3366)
O (-1.8842, -10.7418, 4.2350)
O (-1.7706, -8.5864, 3.3278)
C (-1.1717, -7.9721, 4.4939)
H (-2.2110, -12.3738, 1.9357)
H (-3.4533, -11.7278, 0.9335)
H (-3.6882, -12.1227, 2.6016)
H (-1.8591, -7.9033, 5.3370)
H (-0.6742, -7.0574, 4.1716)
H (-0.3360, -8.6208, 4.7566)

---

Entry 3:
Entry from the OMol25 dataset: 9 unconnected molecules or ions with the total composition C27H72O9 at a distorted geometry (ωB97M-V/def2-TZVPD).

The HOMO-LUMO gap is 9.7 eV. The calculated total energy is -47591.85694 eV. Its structure (SMILES) is CC(C)O.CC(C)O.CC(C)O.CC(C)O.CC(C)O.CC(C)O.CC(C)O.CC(C)O.CC(C)O. The energy relative to the best compared isomer or geometry (same formula, charge and spin) comes out at 314.1 kJ/mol. The net charge is 0.

Geometry (Å):
C (1.9080, -6.2543, -1.0775)
C (1.6247, -5.2167, 0.0580)
C (2.9314, -4.4639, 0.3841)
O (0.5819, -4.2957, -0.3788)
H (2.7820, -6.7811, -0.6945)
H (2.1351, -5.7258, -2.0034)
H (1.0587, -6.9032, -1.2914)
H (1.3335, -5.8215, 0.9168)
H (3.1867, -4.0402, -0.5872)
H (3.7642, -4.9961, 0.8437)
H (2.7882, -3.5868, 1.0151)
H (-0.1861, -4.8239, -0.6085)
C (1.0937, 0.4517, 1.1780)
C (0.7124, -0.9780, 0.6815)
C (-0.6184, -1.0685, 0.0420)
O (1.7000, -1.5226, -0.1685)
H (0.2702, 1.0528, 1.5635)
H (1.4202, 1.0477, 0.3258)
H (1.7896, 0.4182, 2.0162)
H (0.7124, -1.5701, 1.5967)
H (-1.3743, -1.0319, 0.8265)
H (-0.7858, -1.9926, -0.5113)
H (-0.8989, -0.3432, -0.7217)
H (1.5308, -2.4609, -0.2804)
C (0.0826, 3.3760, 3.0832)
C (0.4867, 4.5032, 2.0506)
C (1.1673, 3.8692, 0.8600)
O (-0.6503, 5.1053, 1.5214)
H (-0.0530, 3.8405, 4.0600)
H (0.8641, 2.6207, 3.1655)
H (-0.8400, 2.8265, 2.8961)
H (1.1602, 5.1880, 2.5659)
H (1.3256, 4.5696, 0.0400)
H (0.5708, 3.0860, 0.3922)
H (2.1731, 3.5141, 1.0846)
H (-0.9699, 4.3898, 0.9670)
C (-4.3389, -2.1840, 0.6946)
C (-5.3948, -3.2645, 0.8396)
C (-6.4617, -3.0468, -0.2374)
O (-4.7735, -4.4704, 0.4366)
H (-3.6187, -2.2966, 1.5049)
H (-4.7021, -1.1570, 0.6568)
H (-3.7726, -2.2533, -0.2342)
H (-5.8096, -3.1575, 1.8419)
H (-7.2514, -3.7761, -0.4179)
H (-6.0392, -2.7876, -1.2083)
H (-7.0713, -2.1722, -0.0104)
H (-5.2036, -5.1468, 0.9648)
C (-0.2793, 1.3752, 5.8783)
C (0.5862, 0.1020, 6.0401)
C (1.4047, -0.3210, 4.7740)
O (1.4112, 0.2671, 7.1719)
H (0.0940, 2.3545, 6.1778)
H (-1.2095, 1.3080, 6.4424)
H (-0.6836, 1.6308, 4.8989)
H (-0.1571, -0.6594, 6.2766)
H (1.9068, -1.2579, 5.0154)
H (2.1969, 0.3905, 4.5410)
H (0.7307, -0.3904, 3.9202)
H (0.9072, 0.5801, 7.9267)
C (4.6410, 1.7951, -0.8737)
C (4.3809, 0.4990, -1.6120)
C (5.0004, -0.6960, -0.8643)
O (2.9874, 0.4472, -1.7733)
H (4.0838, 1.7236, 0.0604)
H (4.3185, 2.6571, -1.4577)
H (5.7055, 1.9653, -0.7125)
H (4.8193, 0.5842, -2.6063)
H (5.0336, -1.5595, -1.5287)
H (4.4414, -1.0568, -0.0009)
H (6.0072, -0.6127, -0.4549)
H (2.6110, -0.1360, -1.1100)
C (-0.4580, 3.3542, -5.0124)
C (-0.7689, 2.5855, -3.7073)
C (0.4329, 2.7321, -2.7011)
O (-1.9890, 3.0739, -3.0243)
H (-0.0857, 4.3557, -4.7973)
H (-1.2384, 3.5281, -5.7533)
H (0.4141, 2.9646, -5.5376)
H (-0.9303, 1.5276, -3.9146)
H (0.5970, 3.7905, -2.4989)
H (1.3176, 2.4171, -3.2544)
H (0.4819, 2.2041, -1.7488)
H (-2.7472, 3.1046, -3.6123)
C (0.4509, -1.8591, -5.0166)
C (1.3705, -1.7105, -3.7930)
C (2.2020, -3.0146, -3.5221)
O (2.2492, -0.6660, -4.1141)
H (-0.1878, -2.7399, -4.9499)
H (0.9828, -2.0850, -5.9408)
H (-0.0515, -0.8987, -5.1320)
H (0.8008, -1.3700, -2.9284)
H (2.8860, -2.8491, -2.6897)
H (2.8373, -3.4443, -4.2967)
H (1.5139, -3.8229, -3.2747)
H (2.3736, -0.1760, -3.2980)
C (-4.1823, 4.3720, 0.5608)
C (-3.2375, 3.2657, 0.9427)
C (-3.8097, 1.8517, 0.8623)
O (-2.1391, 3.2991, 0.0497)
H (-4.4459, 4.3000, -0.4944)
H (-3.7920, 5.3621, 0.7961)
H (-5.0325, 4.3128, 1.2404)
H (-2.8495, 3.4762, 1.9393)
H (-4.1385, 1.6242, 1.8763)
H (-3.0183, 1.1755, 0.5390)
H (-4.6982, 1.7659, 0.2368)
H (-2.3884, 2.9333, -0.8022)

---

Entry 4:
Entry from the OMol25 dataset: 10 unconnected molecules or ions with the total composition C27H73NO19 at a distorted geometry (ωB97M-V/def2-TZVPD).

The HOMO-LUMO gap is 8.3 eV. The calculated total energy is -69569.91927 eV. Its structure (SMILES) is CC1(C)CCCC(C)(C)N1O.OCCO.OCCO.OCCO.OCCO.OCCO.OCCO.OCCO.OCCO.OCCO. The energy relative to the best compared isomer or geometry (same formula, charge and spin) comes out at 0.0 kJ/mol. The net charge is 0.

Geometry (Å):
C (0.8586, -1.7827, 2.5559)
C (0.0821, -1.5911, 3.8850)
C (1.1114, -1.5013, 5.0014)
C (-0.7225, -0.2715, 3.7459)
C (-1.6820, -0.0844, 4.9731)
C (-2.4617, -1.3604, 5.0825)
C (-1.7349, -2.6687, 5.1172)
C (-1.2008, -3.0079, 6.4600)
C (-2.7866, -3.7361, 4.7116)
N (-0.8113, -2.6939, 3.9876)
O (-0.1462, -3.9629, 3.9876)
H (0.1306, -1.7331, 1.7975)
H (1.6054, -0.9843, 2.5488)
H (1.4325, -2.6943, 2.4461)
H (1.7142, -0.6236, 4.8791)
H (0.6615, -1.5242, 5.9526)
H (1.7164, -2.4303, 4.9497)
H (-0.0246, 0.5469, 3.5786)
H (-1.3913, -0.2745, 2.8933)
H (-1.0412, 0.1251, 5.8443)
H (-2.2729, 0.7717, 4.8288)
H (-3.1259, -1.3368, 4.1469)
H (-3.1879, -1.3048, 5.8507)
H (-2.0441, -3.4329, 7.0550)
H (-0.9071, -2.1065, 6.9754)
H (-0.5370, -3.8393, 6.3570)
H (-3.7236, -3.5757, 5.2780)
H (-2.4577, -4.7485, 5.0133)
H (-2.8700, -3.6387, 3.6593)
H (-0.3201, -4.2084, 3.0421)
O (-1.2988, -3.7520, -1.6748)
C (-1.0546, -5.0337, -1.1303)
C (-0.1498, -4.9279, 0.0388)
O (-0.8672, -4.4947, 1.2111)
H (-1.5014, -3.0936, -0.9416)
H (-2.0653, -5.4120, -0.8161)
H (-0.7286, -5.7265, -1.8850)
H (0.6886, -4.3212, -0.2395)
H (0.3245, -5.8894, 0.1710)
H (-1.0730, -3.5770, 0.9614)
O (-0.6379, 3.3622, -5.4732)
C (-0.0222, 4.1541, -4.4915)
C (0.4224, 3.4433, -3.2103)
O (1.3105, 2.3607, -3.4136)
H (-1.1237, 2.6962, -4.8882)
H (0.7928, 4.7371, -4.9028)
H (-0.7930, 4.8359, -4.2845)
H (-0.4261, 3.0817, -2.6398)
H (0.9365, 4.2221, -2.6568)
H (1.4003, 1.9724, -4.2879)
O (-1.8557, 0.5037, -0.2508)
C (-2.6602, 1.6412, -0.1743)
C (-4.1203, 1.3239, -0.5526)
O (-4.1932, 0.9168, -1.9398)
H (-1.3005, 0.4775, -1.0446)
H (-2.6996, 2.0213, 0.8028)
H (-2.2594, 2.4642, -0.8127)
H (-4.8178, 2.1251, -0.5486)
H (-4.5243, 0.6077, 0.1920)
H (-4.0754, -0.0380, -1.9802)
O (4.7370, 3.2397, -3.4877)
C (5.2761, 4.3113, -2.6158)
C (4.4166, 4.2235, -1.3621)
O (3.0300, 4.2510, -1.7097)
H (5.2357, 3.2993, -4.3431)
H (6.3566, 4.1579, -2.4558)
H (5.0414, 5.2834, -3.0415)
H (4.6579, 5.0884, -0.7298)
H (4.7066, 3.2804, -0.8672)
H (2.9440, 3.3676, -2.1616)
O (0.4478, -0.3423, -4.8268)
C (-0.9444, -0.2273, -4.9543)
C (-1.6135, 0.1959, -3.6710)
O (-2.0345, 1.4994, -3.7715)
H (0.5735, -1.1107, -4.2095)
H (-1.1024, 0.6278, -5.5719)
H (-1.2209, -1.1736, -5.3963)
H (-0.9168, 0.0348, -2.8627)
H (-2.4679, -0.4410, -3.4299)
H (-2.9052, 1.5923, -3.4449)
O (1.0272, 4.4873, 0.5941)
C (1.3151, 4.9358, 1.8748)
C (2.0534, 3.8974, 2.6743)
O (1.1934, 2.7964, 2.8771)
H (1.8531, 4.5663, 0.0883)
H (1.9540, 5.8796, 1.8191)
H (0.2934, 5.1554, 2.2536)
H (2.3982, 4.3023, 3.6498)
H (2.9678, 3.7105, 2.0662)
H (0.9888, 2.5150, 1.9825)
O (-2.1742, -2.2312, 0.5356)
C (-3.6043, -2.3557, 0.4666)
C (-4.0379, -3.0542, -0.7829)
O (-3.7853, -2.2558, -1.9507)
H (-1.8763, -1.3265, 0.3355)
H (-4.0151, -2.9668, 1.2758)
H (-4.0716, -1.4088, 0.6016)
H (-5.1338, -3.1796, -0.8252)
H (-3.5037, -4.0090, -0.8325)
H (-3.1637, -2.8290, -2.4164)
O (1.8192, -1.9786, -2.9129)
C (3.0560, -1.7514, -3.5582)
C (3.2374, -0.2385, -3.8549)
O (3.9695, 0.4116, -2.8144)
H (1.7468, -1.3173, -2.1883)
H (3.8036, -2.0742, -2.8053)
H (3.1397, -2.2952, -4.4737)
H (2.2721, 0.2099, -3.9302)
H (3.7081, -0.0666, -4.8240)
H (4.3245, 1.2665, -3.1549)
O (3.3941, 1.3903, -0.4083)
C (2.4553, 0.5891, 0.2743)
C (1.0519, 1.0689, -0.0368)
O (0.6046, 0.6998, -1.3358)
H (3.6396, 0.9635, -1.2806)
H (2.4602, -0.4546, 0.1412)
H (2.5993, 0.7391, 1.3781)
H (1.0742, 2.1656, 0.0386)
H (0.3388, 0.5687, 0.6578)
H (0.9184, 1.3082, -2.0277)

---

Question: Which formula does entry 4 have?
Answer: C27H73NO19